[1]
This record from the Open Molecules 2025 dataset describes a 2-piece molecular cluster, C4H7NO overall. The level of theory is ωB97M-V with the def2-TZVPD basis set.

Summary:
Total energy: -286.53175 Ha
Relative energy (zero: lowest compared OMol25 entry of this formula, charge and spin): 262.3 kJ/mol
LUMO: 0.01 eV
SMILES: C=NC=O.C=C
HOMO level: -9.846 eV

Cartesian coordinates (Å):
C (0.659, -1.609, 0.088)
C (-0.653, -1.577, 0.312)
O (-1.608, 1.078, 0.334)
C (-1.031, 1.619, -0.580)
N (0.350, 1.494, -0.864)
C (1.062, 1.129, 0.128)
H (1.377, -1.624, 0.905)
H (1.066, -1.592, -0.920)
H (-1.370, -1.536, -0.504)
H (-1.067, -1.551, 1.315)
H (-1.565, 2.229, -1.326)
H (0.659, 1.025, 1.140)
H (2.120, 0.914, -0.027)

[2]
This record from the Open Molecules 2025 dataset describes the molecule C10H15O3P in a non-equilibrium geometry. The level of theory is ωB97M-V with the def2-TZVPD basis set.

Summary:
Total energy: -957.06067 Ha
Relative energy (zero: lowest compared OMol25 entry of this formula, charge and spin): 299.9 kJ/mol
LUMO: 0.13 eV
SMILES: C=C1C(C)(C)C(=O)O[P@@]1(=O)CC1CC1
HOMO level: -9.800 eV

Cartesian coordinates (Å):
C (0.830, 0.219, 1.030)
C (1.959, 1.144, -1.068)
C (0.651, -0.661, 2.054)
C (-2.419, -0.684, -0.484)
C (-3.292, 0.209, -1.389)
C (-1.821, 0.631, -1.010)
C (2.041, -0.156, -0.329)
C (1.428, -1.266, -1.124)
C (3.352, -0.311, 0.250)
C (-1.551, 1.783, -0.072)
O (2.610, 1.426, -2.048)
O (0.167, 2.845, 1.756)
O (1.082, 2.107, -0.575)
P (0.115, 1.773, 0.727)
H (0.118, -0.384, 2.949)
H (1.100, -1.592, 2.016)
H (-2.529, -0.694, 0.582)
H (-1.805, -1.535, -0.773)
H (-3.563, 0.103, -2.425)
H (-4.175, 0.683, -0.955)
H (-1.276, 0.619, -1.929)
H (1.591, -2.330, -0.820)
H (1.667, -1.468, -2.248)
H (0.299, -1.212, -1.107)
H (4.166, -0.519, -0.444)
H (3.420, -1.166, 0.817)
H (3.681, 0.464, 0.844)
H (-2.204, 1.821, 0.744)
H (-1.706, 2.675, -0.610)

[3]
This record from the Open Molecules 2025 dataset describes C56H64N7OSn as an isolated structure. The level of theory is ωB97M-V with the def2-TZVPD basis set.

Summary:
Total energy: -2845.29703 Ha
Relative energy (zero: lowest compared OMol25 entry of this formula, charge and spin): 0.0 kJ/mol
Total charge: -1
LUMO: 2.24 eV
HOMO level: -3.036 eV

Cartesian coordinates (Å):
Sn (-0.277, -0.639, -0.061)
C (-5.952, 0.369, 2.224)
C (-5.664, 1.285, 1.031)
C (-4.526, 0.790, 0.196)
C (-4.585, 0.136, -0.986)
C (-5.794, -0.195, -1.804)
C (-6.080, 0.857, -2.879)
C (-3.205, -0.156, -1.380)
N (-2.349, 0.299, -0.448)
C (-3.117, 0.906, 0.544)
C (-2.629, 1.580, 1.610)
C (-1.265, 1.783, 1.971)
C (-0.817, 2.627, 2.995)
C (-1.671, 3.455, 3.907)
C (-2.120, 2.687, 5.155)
C (0.580, 2.519, 3.011)
C (0.911, 1.612, 1.997)
C (2.303, 1.137, 1.725)
C (2.619, 0.873, 0.287)
N (1.779, 0.228, -0.553)
C (2.475, 0.029, -1.722)
C (1.946, -0.582, -2.893)
C (0.653, -0.863, -3.179)
N (-0.432, -0.588, -2.348)
C (-1.539, -0.929, -3.027)
C (-2.852, -0.786, -2.571)
C (-1.185, -1.445, -4.349)
C (0.166, -1.410, -4.434)
C (1.037, -1.856, -5.566)
C (1.663, -3.231, -5.315)
C (-2.173, -1.944, -5.355)
C (-2.672, -3.357, -5.034)
C (3.755, 0.591, -1.620)
C (3.845, 1.142, -0.336)
C (5.010, 1.906, 0.218)
C (5.066, 3.357, -0.269)
C (4.792, 0.608, -2.702)
C (4.518, 1.632, -3.808)
N (-0.193, 1.169, 1.361)
C (1.541, 3.277, 3.881)
C (2.203, 4.459, 3.167)
H (-6.789, 0.742, 2.818)
H (-5.078, 0.292, 2.871)
H (-6.196, -0.638, 1.880)
H (-5.443, 2.294, 1.391)
H (-6.560, 1.368, 0.412)
H (-6.663, -0.297, -1.149)
H (-5.654, -1.169, -2.280)
H (-6.261, 1.831, -2.421)
H (-6.953, 0.589, -3.479)
H (-5.223, 0.962, -3.546)
H (-3.361, 2.043, 2.263)
H (-2.552, 3.817, 3.371)
H (-1.121, 4.349, 4.216)
H (-2.689, 1.800, 4.871)
H (-2.745, 3.303, 5.807)
H (-1.254, 2.351, 5.729)
H (2.961, 1.962, 2.021)
H (2.670, -0.811, -3.669)
H (-3.649, -1.100, -3.231)
H (1.830, -1.121, -5.731)
H (0.450, -1.889, -6.487)
H (2.246, -3.226, -4.393)
H (2.318, -3.523, -6.138)
H (0.886, -3.991, -5.209)
H (-1.721, -1.938, -6.350)
H (-3.027, -1.261, -5.401)
H (-1.841, -4.064, -5.046)
H (-3.418, -3.691, -5.758)
H (-3.117, -3.388, -4.038)
H (5.946, 1.400, -0.044)
H (4.981, 1.908, 1.309)
H (5.202, 3.401, -1.351)
H (5.889, 3.903, 0.199)
H (4.132, 3.871, -0.036)
H (4.863, -0.386, -3.157)
H (5.773, 0.807, -2.259)
H (3.546, 1.445, -4.267)
H (5.282, 1.588, -4.589)
H (4.496, 2.647, -3.408)
H (2.318, 2.609, 4.275)
H (1.010, 3.652, 4.760)
H (2.768, 4.129, 2.293)
H (2.884, 5.001, 3.828)
H (1.441, 5.154, 2.809)
C (-0.892, -1.057, 3.623)
C (-0.121, -2.086, 3.281)
C (1.384, -2.026, 3.485)
C (1.985, -3.390, 3.694)
C (1.337, -4.503, 3.349)
C (-0.003, -4.461, 2.766)
C (-0.684, -3.312, 2.714)
H (-0.476, -0.151, 4.052)
H (-1.957, -1.064, 3.423)
H (1.568, -1.421, 4.376)
H (3.002, -3.425, 4.065)
H (1.820, -5.467, 3.465)
H (-0.433, -5.374, 2.374)
H (-1.677, -3.263, 2.283)
C (3.142, -4.399, 7.613)
C (3.997, -3.402, 6.880)
C (5.219, -3.756, 6.325)
C (5.974, -2.845, 5.600)
C (5.530, -1.540, 5.425)
N (6.377, -0.625, 4.766)
C (6.059, 0.636, 4.287)
O (6.837, 1.565, 4.408)
N (4.833, 0.774, 3.688)
C (4.197, -0.150, 2.814)
C (4.838, -1.024, 2.034)
C (4.072, -1.942, 1.214)
C (2.764, -2.104, 1.459)
N (2.094, -1.312, 2.393)
C (2.700, -0.023, 2.708)
C (4.305, -1.170, 5.977)
C (3.561, -2.093, 6.692)
H (3.720, -5.275, 7.907)
H (2.317, -4.736, 6.983)
H (2.707, -3.960, 8.512)
H (5.589, -4.768, 6.448)
H (6.920, -3.146, 5.165)
H (7.356, -0.696, 4.996)
H (4.605, 1.746, 3.528)
H (5.920, -1.076, 2.027)
H (4.558, -2.511, 0.435)
H (2.164, -2.854, 0.961)
H (2.301, 0.288, 3.678)
H (3.944, -0.158, 5.862)
H (2.610, -1.787, 7.114)

[4]
This record from the Open Molecules 2025 dataset describes a 2-piece molecular cluster, C11H17NO2 overall in a non-equilibrium geometry. The level of theory is ωB97M-V with the def2-TZVPD basis set.

Summary:
Total energy: -634.53562 Ha
Relative energy (zero: lowest compared OMol25 entry of this formula, charge and spin): 0.0 kJ/mol
Total charge: -1
Spin multiplicity: 2
LUMO (spin up / spin down): 3.47 / 3.35 eV
HOMO level (spin up / spin down): 0.744 / -4.740 eV

Cartesian coordinates (Å):
C (-0.282, -1.831, -1.965)
C (-1.371, -2.214, -2.937)
C (0.036, -0.376, -1.919)
C (-1.051, 0.562, -1.927)
C (1.318, 0.136, -1.935)
C (-0.844, 1.949, -1.996)
C (1.560, 1.508, -2.049)
C (0.460, 2.390, -2.031)
O (0.846, 3.694, -2.457)
H (-0.571, -2.205, -0.957)
H (0.675, -2.392, -2.146)
H (-1.430, -3.299, -3.069)
H (-2.053, 0.212, -1.638)
H (2.175, -0.513, -2.032)
H (-1.728, 2.565, -1.879)
H (2.540, 1.948, -1.915)
H (0.002, 4.135, -2.607)
H (-1.199, -1.818, -3.940)
H (-2.327, -1.818, -2.548)
C (0.120, -1.362, 2.523)
C (-1.371, -1.615, 2.503)
C (0.522, -0.852, 3.916)
O (1.483, -1.111, 4.611)
N (-0.453, -0.030, 4.568)
H (0.764, -2.159, 2.135)
H (0.260, -0.548, 1.780)
H (-1.621, -2.632, 2.849)
H (-0.031, 0.461, 5.336)
H (-1.213, 0.386, 4.064)
H (-1.727, -1.624, 1.471)
H (-2.039, -0.914, 2.989)

[5]
This record from the Open Molecules 2025 dataset describes the molecule C30H25BrO3 in a non-equilibrium geometry. The level of theory is ωB97M-V with the def2-TZVPD basis set.

Summary:
Total energy: -3957.86903 Ha
LUMO: 0.33 eV
SMILES: CCOC(=O)[C@H](c1ccc(Br)cc1)C1(c2ccc(OC)cc2)c2ccccc2-c2ccccc21
HOMO level: -8.247 eV

Cartesian coordinates (Å):
C (2.773, -4.544, -0.340)
C (1.334, -4.238, -0.022)
O (1.212, -2.777, 0.124)
C (-0.071, -2.444, 0.307)
C (-0.312, -1.008, 0.652)
C (-1.442, -0.891, 1.581)
C (-2.605, -1.692, 1.521)
C (-3.699, -1.420, 2.367)
C (-3.636, -0.353, 3.268)
Br (-5.177, 0.151, 4.270)
C (-2.438, 0.344, 3.456)
C (-1.330, 0.035, 2.653)
O (-0.969, -3.293, 0.144)
H (2.871, -5.615, -0.562)
H (3.104, -3.972, -1.224)
H (3.431, -4.311, 0.511)
H (0.668, -4.539, -0.840)
H (0.998, -4.715, 0.913)
H (0.608, -0.527, 1.041)
H (-2.626, -2.603, 0.932)
H (-4.590, -2.050, 2.327)
H (-2.349, 1.116, 4.235)
H (-0.347, 0.429, 2.936)
C (1.563, 5.752, 2.680)
O (0.401, 4.911, 2.563)
C (0.377, 3.819, 1.746)
C (-0.863, 3.153, 1.631)
C (-0.948, 1.982, 0.882)
C (0.172, 1.443, 0.215)
C (0.016, 0.160, -0.533)
C (1.228, -0.375, -1.203)
C (0.802, -0.947, -2.437)
C (1.730, -1.315, -3.415)
C (3.084, -1.392, -3.052)
C (3.504, -0.873, -1.806)
C (2.578, -0.325, -0.916)
C (-0.603, -0.594, -2.633)
C (-1.038, 0.187, -1.546)
C (-2.201, 0.943, -1.676)
C (-2.993, 0.810, -2.828)
C (-2.564, 0.015, -3.900)
C (-1.287, -0.590, -3.861)
C (1.381, 2.156, 0.296)
C (1.495, 3.337, 1.037)
H (1.245, 6.495, 3.420)
H (2.437, 5.202, 3.061)
H (1.802, 6.255, 1.729)
H (-1.724, 3.563, 2.160)
H (-1.952, 1.544, 0.777)
H (1.381, -1.552, -4.447)
H (3.805, -1.852, -3.738)
H (4.570, -0.866, -1.574)
H (2.989, 0.221, -0.059)
H (-2.496, 1.738, -0.991)
H (-3.927, 1.370, -2.924)
H (-3.198, -0.128, -4.784)
H (-0.834, -1.056, -4.767)
H (2.202, 1.875, -0.374)
H (2.455, 3.854, 1.020)

[6]
This record from the Open Molecules 2025 dataset describes C5H10MgO4Yb as an isolated structure in a non-equilibrium geometry. The level of theory is ωB97M-V with the def2-TZVPD basis set.

Summary:
Total energy: -1856.19887 Ha
Relative energy (zero: lowest compared OMol25 entry of this formula, charge and spin): 0.0 kJ/mol
LUMO: -0.98 eV
HOMO level: -4.869 eV

Cartesian coordinates (Å):
O (2.152, -0.176, 0.471)
C (2.248, 0.982, -0.280)
C (1.005, 1.855, -0.169)
O (-0.150, 1.048, -0.127)
C (-1.356, 1.459, 0.509)
C (-2.220, 0.208, 0.565)
O (-1.492, -0.855, 1.132)
Mg (0.369, -0.884, 0.492)
H (2.413, 0.770, -1.360)
H (3.110, 1.611, 0.022)
H (1.035, 2.403, 0.788)
H (1.606, -3.508, -0.671)
H (-1.841, 2.262, -0.064)
H (-1.125, 1.809, 1.528)
H (-2.534, -0.004, -0.474)
H (-3.128, 0.402, 1.164)
C (0.840, -3.119, -1.363)
O (0.107, -2.175, -1.091)
Yb (-2.518, -2.792, 2.269)
H (0.570, -3.789, -2.199)
H (0.909, 2.494, -1.143)

[7]
This record from the Open Molecules 2025 dataset describes the molecule C3H7NOSi in a non-equilibrium geometry. The level of theory is ωB97M-V with the def2-TZVPD basis set.

Summary:
Total energy: -537.97267 Ha
Relative energy (zero: lowest compared OMol25 entry of this formula, charge and spin): 64.7 kJ/mol
LUMO: 0.80 eV
SMILES: O=C1C[SiH2]CN1
HOMO level: -9.302 eV

Cartesian coordinates (Å):
C (1.394, 0.018, 0.020)
C (0.496, -1.348, -0.026)
C (-0.688, 1.313, -0.054)
N (0.763, 1.145, 0.173)
O (2.632, -0.106, -0.025)
Si (-1.224, -0.530, 0.085)
H (0.798, -1.844, -0.974)
H (0.730, -2.158, 0.687)
H (-1.185, 1.802, 0.799)
H (1.392, 1.935, -0.007)
H (-2.214, -1.169, -1.024)
H (-0.932, 1.597, -1.000)
H (-1.961, -0.655, 1.345)

[8]
This record from the Open Molecules 2025 dataset describes a 2-piece molecular cluster, Cl3H3N4 overall in a non-equilibrium geometry. The level of theory is ωB97M-V with the def2-TZVPD basis set.

Summary:
Total energy: -1601.20488 Ha
Relative energy (zero: lowest compared OMol25 entry of this formula, charge and spin): 61.4 kJ/mol
LUMO (spin up / spin down): -0.84 / -0.84 eV
HOMO level (spin up / spin down): -8.993 / -8.991 eV

Cartesian coordinates (Å):
N (0.999, 1.361, 0.749)
N (0.017, 0.615, 0.550)
N (-0.746, 0.549, -0.469)
N (-1.694, -0.313, -0.595)
Cl (2.494, -0.969, -0.555)
Cl (-1.697, -1.684, 0.636)
Cl (-3.313, 0.496, -0.413)
H (2.964, -1.983, -1.177)
H (1.131, 2.036, -0.006)
H (-0.154, -0.108, 1.282)